Entry 1:
59
Properties=species:S:1:pos:R:3:forces:R:3:nbo_charge:R:1 method="wB97M-V/def2-TZVPD" smiles="O=C(CN(C[C@@H]1CCCO1)C(=O)CNS(=O)(=O)c1ccc(F)cc1)NC[C@@H]1CCCO1" charge=0 total_energy_ev=-51503.0089 relative_energy_ev=0.711 homo_energy_ev=-9.333
S 2.29195 2.14528 1.10055 -0.07 0.18 0.27 2.315
F -1.85659 2.40101 -3.02410 0.12 0.01 0.09 -0.322
O -0.46193 0.18163 0.80232 -0.13 -0.02 0.19 -0.688
O 2.34344 3.39550 1.79319 -0.39 -0.01 0.00 -0.929
O 2.82234 -1.33080 -1.11447 -0.16 0.04 0.10 -0.555
O -2.40036 -3.63725 -0.52971 -0.14 -0.35 -0.23 -0.634
O -4.15152 0.33960 1.64078 0.17 -0.15 0.13 -0.539
O 3.51132 1.57856 0.59840 -0.23 -0.22 -0.21 -0.958
N 1.66491 1.03244 2.18245 0.41 0.61 -0.35 -0.829
N 0.41683 -1.78852 0.17902 -0.16 -0.08 -0.13 -0.419
N -2.47658 -1.79246 0.78261 -0.24 0.43 0.38 -0.637
C 1.20058 1.47696 -1.34440 0.08 0.06 -0.05 -0.180
C 1.67150 -0.33371 1.72860 0.05 -0.11 -0.04 -0.348
C -0.65677 -1.98978 -0.78002 -0.36 0.01 -0.08 -0.309
C -4.70061 -0.82332 1.03276 -0.09 -0.67 -0.01 0.093
C -0.87241 2.37172 -2.10338 0.08 -0.07 0.06 0.415
C 0.02527 3.13456 -0.03959 -0.05 0.08 -0.04 -0.105
C -0.97751 3.18924 -0.99048 0.00 -0.11 -0.09 -0.299
C 2.43960 -2.68588 -0.94757 -0.31 -0.42 0.13 0.090
C 0.45729 -0.63133 0.85636 -0.10 -0.06 0.13 0.700
C 4.22975 -1.19071 -0.94210 0.47 0.06 -0.04 -0.083
C 1.09253 2.27715 -0.22429 0.64 0.09 0.43 -0.358
C 3.72420 -3.48374 -0.68111 -0.10 0.17 -0.11 -0.430
C -4.02431 1.37393 0.68404 -0.03 0.31 -0.26 -0.068
C -1.94189 -2.57358 -0.16350 0.58 0.21 -0.18 0.664
C 4.67220 -2.41196 -0.14194 -0.20 0.14 -0.15 -0.432
C 1.44196 -2.80539 0.23016 0.46 0.10 -0.35 -0.231
C -4.80933 -0.53809 -0.47623 0.02 0.10 0.16 -0.442
C -3.78074 -2.01396 1.35312 -0.37 0.18 0.11 -0.240
C 0.20268 1.52244 -2.30370 -0.14 0.08 -0.01 -0.283
C -3.91333 0.68529 -0.67404 -0.04 0.05 0.20 -0.426
H -0.00302 3.74710 0.84733 -0.10 0.13 0.07 0.235
H -0.31794 -2.67079 -1.56006 -0.05 0.02 0.09 0.225
H -3.13996 1.95888 0.94412 -0.06 0.02 -0.03 0.193
H 4.50825 -2.25004 0.92388 0.03 0.02 0.06 0.202
H -5.68698 -1.02417 1.47444 0.12 0.03 -0.06 0.180
H -4.48920 -1.39391 -1.06664 -0.04 -0.06 -0.05 0.226
H 0.95467 -3.78367 0.18764 0.09 0.02 0.10 0.222
H -3.69676 -2.10703 2.44021 -0.07 -0.08 -0.06 0.201
H 4.71059 -1.18302 -1.92975 0.00 0.02 0.10 0.168
H 4.11171 -3.89175 -1.61459 0.00 -0.06 0.02 0.216
H -2.05831 -0.88664 0.97334 0.14 -0.16 -0.15 0.437
H 1.94240 -3.01492 -1.86939 0.06 0.02 0.11 0.183
H 0.75759 1.33499 2.51068 -0.14 0.13 0.05 0.410
H -0.89986 -1.02079 -1.22808 0.04 -0.10 -0.02 0.237
H -4.18467 -2.93820 0.93574 0.00 0.07 0.10 0.232
H -2.88057 0.38824 -0.85468 0.05 0.03 -0.03 0.206
H -1.83160 3.83803 -0.87962 -0.08 0.08 -0.01 0.236
H 0.24497 0.90756 -3.18898 0.00 -0.04 -0.10 0.235
H -5.83978 -0.29923 -0.73913 -0.01 -0.03 -0.03 0.212
H 5.71933 -2.65314 -0.30342 0.06 -0.01 0.06 0.227
H 3.55780 -4.30192 0.01586 0.00 -0.10 0.01 0.219
H 1.98036 -2.72665 1.17366 0.01 -0.08 0.02 0.207
H -4.24216 1.32316 -1.49089 0.03 0.05 -0.06 0.220
H 2.04288 0.81182 -1.44740 0.05 -0.09 -0.09 0.264
H -4.91224 2.02229 0.72053 0.10 -0.01 -0.01 0.160
H 4.41282 -0.23583 -0.44522 0.02 -0.13 -0.08 0.228
H 1.67926 -0.99613 2.60198 0.06 0.00 -0.16 0.228
H 2.59259 -0.45436 1.15997 -0.05 -0.34 0.09 0.259

***

Entry 2:
44
Properties=species:S:1:pos:R:3:forces:R:3:nbo_charge:R:1 method="wB97M-V/def2-TZVPD" charge=0 total_energy_ev=-105099.4031 relative_energy_ev=15.415 homo_energy_ev=-7.059
Br 0.90614 2.57333 0.18665 -0.17 -1.92 1.03 -0.040
Cl 3.00388 -2.41912 0.18158 10.04 -10.03 -5.06 0.186
O 0.49800 -1.07615 -1.86822 -0.32 -0.07 -3.13 -0.549
O 2.86703 0.19826 -0.73429 -2.00 0.12 -0.65 -0.500
N -3.01924 -0.14665 -1.33681 8.96 3.67 1.09 -0.508
C 0.95476 0.63478 0.86664 1.39 -1.25 -1.88 -0.021
C -1.78200 -1.11396 -1.27622 -2.27 3.48 -5.46 -0.198
C 2.02057 -1.48220 0.70405 -4.23 5.69 1.09 -0.232
C 0.05465 0.18585 1.98194 3.00 9.68 -7.92 -0.283
C -0.66821 -0.37089 -2.25875 -0.28 -0.20 12.45 -0.049
C -3.57422 0.53356 1.13283 2.83 -8.58 -9.36 -0.327
C -0.70235 -1.45942 3.43878 -3.60 -0.50 -1.52 -0.619
C 0.33163 -1.00209 2.27488 -3.78 -5.56 6.14 -0.047
C -4.14868 -0.67884 -1.56526 -7.50 -6.59 0.38 -0.145
C -4.74123 -1.33838 -0.04935 2.97 -4.67 -6.39 -0.446
C -3.03882 1.06225 -0.35042 -4.17 -2.08 -1.45 -0.204
C 1.26862 -1.77733 1.70405 -3.55 -6.51 6.51 -0.192
C 1.95082 -0.32170 0.07318 -4.46 8.37 4.10 0.293
C 1.53120 -0.69458 -2.71302 5.16 -2.25 0.96 -0.095
C 2.27345 0.65097 -2.02119 2.80 -9.63 0.16 -0.076
C -4.84634 -0.28335 0.78990 0.45 5.19 7.36 -0.466
H -2.69311 -0.44162 1.35330 -2.34 3.25 -0.16 0.157
H 1.63648 1.35586 -2.06157 -4.03 5.45 0.43 0.181
H 2.32832 -1.83254 -2.64636 -1.85 3.90 -0.18 0.176
H 1.43173 -0.59805 -3.84175 -0.82 0.15 1.42 0.198
H -2.11843 1.47905 -0.17566 2.49 0.92 -0.32 0.190
H -4.20770 -1.58763 -2.39194 0.49 2.23 1.93 0.180
H -5.04204 -0.53204 1.82002 -0.82 -1.24 0.76 0.206
H 1.24821 -2.96295 2.24397 0.56 3.61 -2.01 0.212
H -3.95918 -2.18162 0.22780 -1.62 1.66 -0.27 0.189
H -0.56974 1.04684 2.11426 -0.93 -0.58 1.51 0.255
H -1.49546 -1.17460 -0.29582 1.40 -0.46 2.24 0.197
H -5.65163 0.39966 0.69688 -0.98 0.78 -1.22 0.215
H -0.23621 -1.97131 4.23374 0.75 -0.27 1.13 0.210
H -3.75676 1.86662 -0.99144 1.70 -1.97 2.31 0.195
H -2.07182 -2.05945 -1.77032 0.07 0.36 0.69 0.206
H -1.47074 -2.32011 3.01830 1.85 2.17 0.72 0.213
H 3.21766 0.69979 -2.36762 2.49 1.44 -3.01 0.209
H -0.86634 -0.13144 -3.16340 -1.30 0.42 -6.52 0.174
H -4.96476 -0.01433 -1.81667 -0.15 0.61 -0.33 0.179
H -3.43689 1.30224 1.65967 0.05 5.62 5.22 0.182
H -1.53882 -0.58044 3.92830 3.06 -2.39 -1.78 0.226
H -5.67023 -1.75871 -0.34456 -0.92 -0.77 0.22 0.211
H -0.55545 0.64744 -1.68161 -0.41 -1.25 -1.26 0.157

***

| no. | gap between HOMO and LUMO (eV) |
| --- | --- |
| 1 | 9.9 |
| 2 | 7.6 |